# 1
A 2-piece molecular cluster, C2H4N4O3 overall, computed with ωB97M-V/def2-TZVPD.

Last column: natural (NBO) charge in e.
Positions of all 13 atoms, in Å:
O: 2.546 1.860 3.326  -0.3547
N: 1.626 1.435 2.716  0.7408
O: 0.565 1.099 3.114  -0.3805
O: 1.863 1.392 1.374  -0.5568
H: 0.989 1.178 0.818  0.5266
C: -0.133 -1.082 -1.025  0.0957
N: -0.251 0.119 -0.567  -0.3335
N: -1.395 0.680 -1.072  -0.0068
N: -2.031 -0.088 -1.765  -0.0984
C: -1.324 -1.332 -1.876  -0.4044
H: 0.832 -1.573 -0.924  0.2352
H: -1.306 -1.793 -2.799  0.2612
H: -1.980 -1.896 -1.320  0.2755

Its total charge is 0. The value obtained for the HOMO-LUMO gap is 10.3437 eV. The SMILES is O=[N+]([O-])O.C1=NN=NC1.



# 2
C2H4N4O6 in the gas phase, computed with ωB97M-V/def2-TZVPD.

Last column: natural (NBO) charge in e.
Positions of all 16 atoms, in Å:
N: 0.474 -0.402 0.926  -0.8413
C: 0.822 0.280 -0.188  0.2770
C: -0.429 0.591 -1.137  -0.3351
N: 0.004 1.358 -2.276  0.5399
O: -0.913 1.939 -2.839  -0.3683
O: 1.082 1.108 -2.712  -0.3585
N: 1.650 1.501 0.349  0.5526
O: 2.326 1.251 1.282  -0.3229
O: 1.483 2.507 -0.293  -0.3391
N: 1.763 -0.583 -1.042  0.5381
O: 1.193 -1.477 -1.660  -0.4247
O: 2.886 -0.414 -0.892  -0.2954
H: 0.141 -1.368 0.676  0.3982
H: 1.161 -0.485 1.655  0.4166
H: -1.223 1.083 -0.587  0.2639
H: -0.584 -0.362 -1.736  0.2990

Its total charge is 0. The value obtained for the HOMO-LUMO gap is 10.4023 eV. The SMILES is NC(C[N+](=O)[O-])([N+](=O)[O-])[N+](=O)[O-].